(1)
8
Properties=species:S:1:pos:R:3:forces:R:3 method="wB97M-V/def2-TZVPD" smiles=C#CCC#N energy_ha=-208.877880 e_above_lowest_ev=0.6511
C 1.97401 0.33954 -0.08808 -1.6 -0.4 -0.8
C 0.77277 0.14481 -0.16384 1.7 0.0 -0.8
C -0.65097 -0.23149 -0.38638 0.9 -0.9 0.1
C -1.37875 0.08715 0.78967 -1.8 1.1 4.7
N -1.80725 0.34095 1.85191 0.8 -0.6 -2.9
H 3.04133 0.43381 -0.26736 -0.8 0.1 0.5
H -0.77533 -1.31604 -0.52470 0.4 0.1 -0.1
H -1.17581 0.20126 -1.21121 0.3 0.7 -0.9

***

(2)
8
Properties=species:S:1:pos:R:3:forces:R:3 method="wB97M-V/def2-TZVPD" s2=2.009 multiplicity=3 energy_ha=-208.635173 e_above_lowest_ev=2.7910
C -0.69112 0.60079 -0.61916 4.6 -0.5 4.5
C -0.77059 0.51115 0.68490 2.5 -1.5 1.1
C 1.81884 -0.49786 -0.01686 -0.3 -3.9 -0.6
C 0.61936 0.29330 0.09692 -4.7 1.5 -0.2
N 2.12519 0.74766 0.07080 -0.4 2.7 0.1
H -0.93769 0.78723 -1.53786 -2.1 1.0 -4.9
H -1.34464 0.30648 1.59428 0.0 0.3 -0.6
H 2.02276 -1.55585 0.10484 0.3 0.4 0.6